(1)
12
Properties=species:S:1:pos:R:3:lowdin_charge:R:1 method="wB97M-V/def2-TZVPD" homo_energy_ev=-9.222 e_tot_ev=-8799.9089 orbital_gap_ev=9.73 de_lowest_kj_mol=338.7 charge=0
O -0.97 0.54 -2.14 0.013
C 0.17 0.02 -1.61 -0.208
C 0.12 1.43 1.54 0.017
C 0.13 0.13 1.59 -0.202
N 0.13 -1.10 1.56 0.085
C 0.25 -1.05 -0.84 -0.016
C 0.26 -1.74 0.27 -0.137
H -1.72 0.07 -1.75 0.111
H 1.05 0.56 -1.95 0.123
H 1.04 2.00 1.62 0.059
H -0.81 1.96 1.37 0.062
H 0.37 -2.82 0.34 0.092

(2)
12
Properties=species:S:1:pos:R:3:lowdin_charge:R:1 method="wB97M-V/def2-TZVPD" homo_energy_ev=-10.144 e_tot_ev=-8800.8246 orbital_gap_ev=11.02 de_lowest_kj_mol=250.3 charge=0
N 2.43 1.71 -0.56 0.163
C 1.83 0.74 -0.35 -0.139
C 1.01 -0.47 -0.15 -0.274
O 0.59 -0.64 1.21 -0.030
C -0.78 -0.64 0.80 -0.227
C -1.14 0.67 0.19 -0.041
C -0.44 -0.38 -0.64 -0.128
H 1.56 -1.34 -0.50 0.157
H -1.45 -1.34 1.30 0.150
H -2.19 0.84 -0.06 0.114
H -0.62 1.56 0.52 0.116
H -0.81 -0.80 -1.57 0.139

(3)
13
Properties=species:S:1:pos:R:3:lowdin_charge:R:1 method="wB97M-V/def2-TZVPD" homo_energy_ev=-10.281 e_tot_ev=-10847.7560 orbital_gap_ev=10.75 de_lowest_kj_mol=343.4 charge=0
C -1.00 -1.71 -0.29 -0.084
C -1.21 1.71 -0.49 0.051
C 0.38 0.16 0.27 -0.574
O -0.07 -0.73 -0.72 -0.119
N -0.10 0.12 1.44 0.167
C 1.59 0.82 -0.13 -0.059
C 2.57 1.45 -0.41 0.160
O -2.30 1.41 -0.52 0.088
H 0.38 0.71 2.11 0.079
H -1.07 -2.44 -1.10 0.092
H -1.96 -1.26 -0.08 0.080
H -0.65 -2.21 0.62 0.087
H 3.44 1.97 -0.69 0.032

(4)
13
Properties=species:S:1:pos:R:3:lowdin_charge:R:1 method="wB97M-V/def2-TZVPD" homo_energy_ev="-8.740 / -8.294" e_tot_ev=-10845.2015 orbital_gap_ev="7.62 / 6.73" de_lowest_kj_mol=589.9 charge=0
N 0.30 -0.68 1.06 0.190
C -0.94 -1.12 -0.72 -0.479
C 1.22 0.04 0.45 -0.263
C -0.32 0.19 0.09 -0.343
C 2.48 0.41 0.30 0.064
C -1.20 1.22 -0.08 0.126
O -2.02 -1.64 -0.14 0.135
O -0.45 -1.45 -1.75 0.173
H -2.02 -1.42 0.80 0.131
H 3.22 0.28 1.07 0.058
H -0.83 2.21 -0.31 0.074
H 2.83 0.90 -0.60 0.056
H -2.26 1.06 -0.17 0.077

(5)
13
Properties=species:S:1:pos:R:3:lowdin_charge:R:1 method="wB97M-V/def2-TZVPD" smiles="[H]/N=C/C(=O)C(=C)C=O" homo_energy_ev=-9.471 e_tot_ev=-10847.4313 orbital_gap_ev=8.61 de_lowest_kj_mol=374.7 charge=0
H 0.25 -3.28 0.33 0.063
N 0.30 -2.39 -0.19 0.084
C 0.28 -1.39 0.58 -0.140
C 1.16 0.08 0.11 -0.302
O 2.29 0.21 0.45 0.142
C 0.10 0.89 -0.44 -0.214
C -0.02 2.18 -0.07 0.159
C -1.12 0.04 -0.72 -0.251
O -2.25 0.43 -0.41 0.051
H 0.17 -1.44 1.68 0.111
H -0.97 2.69 -0.23 0.086
H 0.78 2.71 0.42 0.090
H -0.97 -0.73 -1.50 0.122

(6)
13
Properties=species:S:1:pos:R:3:lowdin_charge:R:1 method="wB97M-V/def2-TZVPD" homo_energy_ev=-10.670 e_tot_ev=-10846.2686 orbital_gap_ev=9.97 de_lowest_kj_mol=486.9 charge=0
C -0.38 1.09 1.14 -0.001
C -0.06 0.09 0.01 -0.562
C -1.36 -0.42 -0.56 -0.183
C 0.77 -1.01 0.41 -0.055
C 0.53 0.94 -0.96 -0.180
H -0.89 0.55 2.00 0.125
H 0.63 1.29 1.47 0.088
H -1.08 1.89 0.72 0.133
H -2.09 0.19 -1.30 0.190
H 0.42 -2.31 -0.20 0.263
N 0.78 1.78 -1.79 0.196
O -1.69 -1.53 -0.15 0.034
O 1.76 -0.75 1.35 -0.047

(7)
13
Properties=species:S:1:pos:R:3:lowdin_charge:R:1 method="wB97M-V/def2-TZVPD" homo_energy_ev=-9.895 e_tot_ev=-10844.8988 orbital_gap_ev=10.02 de_lowest_kj_mol=619.1 charge=0
C -0.46 1.81 -0.62 -0.334
C -0.93 0.58 -1.15 0.003
C -0.05 -0.33 -0.84 -0.225
C 0.10 -1.61 0.03 -0.044
C 0.64 -0.53 0.93 -0.187
H -2.21 0.69 -1.00 0.227
H -0.72 -1.90 0.68 0.114
H 0.98 -2.35 -0.21 0.155
H 1.55 -0.86 1.71 0.174
H 0.04 -0.14 1.65 0.089
N 1.15 0.19 -0.30 -0.020
O -1.08 2.88 -0.80 0.051
O 0.99 1.58 -0.08 -0.002

(8)
14
Properties=species:S:1:pos:R:3:lowdin_charge:R:1 method="wB97M-V/def2-TZVPD" homo_energy_ev=0.955 e_tot_ev=-21683.6267 orbital_gap_ev=4.65 de_lowest_kj_mol=4.9 charge=-2
C -2.44 -0.62 1.06 -0.293
C -1.60 0.29 0.57 -0.365
C 1.59 1.24 0.16 -0.397
C 3.18 -0.69 0.23 -1.113
C -1.47 0.32 -0.94 -0.285
N 2.07 0.18 0.39 0.136
O 1.14 2.32 0.05 0.085
O 3.48 -1.42 1.16 -0.118
S 3.96 -0.57 -1.27 0.321
H -3.05 -1.38 0.49 -0.014
H -2.60 -0.71 2.15 -0.038
H -0.45 0.04 -1.22 0.029
H -1.63 1.34 -1.32 0.029
H -2.17 -0.34 -1.50 0.023

(9)
15
Properties=species:S:1:pos:R:3:lowdin_charge:R:1 method="wB97M-V/def2-TZVPD" homo_energy_ev="-8.447 / -9.304" e_tot_ev=-14936.9500 orbital_gap_ev="6.30 / 8.59" de_lowest_kj_mol=759.1 charge=0
C -2.14 -0.05 -0.34 -0.143
C -1.88 0.20 -1.53 0.142
C 2.03 1.15 -0.25 -0.209
C -1.13 -0.03 1.05 -0.134
C 1.18 0.05 0.20 -0.119
N 1.48 -1.37 0.06 -0.345
O 2.55 -1.59 -0.45 0.086
O 1.69 2.30 -0.28 0.076
O 0.65 -2.19 0.44 0.086
O 0.10 0.47 0.84 0.037
H -3.12 -0.06 0.15 0.098
H -1.52 0.57 -2.49 0.059
H 3.15 0.91 -0.49 0.155
H -1.76 0.64 1.63 0.118
H -1.28 -0.99 1.46 0.094

(10)
13
Properties=species:S:1:pos:R:3:lowdin_charge:R:1 method="wB97M-V/def2-TZVPD" smiles="NC(=S)c1ccco1" homo_energy_ev=-8.371 e_tot_ev=-19637.2576 orbital_gap_ev=8.64 de_lowest_kj_mol=167.3 charge=0
N 0.80 -1.68 1.54 0.091
C 0.92 -0.33 1.33 -0.877
S 1.86 0.62 2.22 0.699
C 0.18 0.16 0.19 -0.313
C -0.78 1.17 0.06 0.009
C -1.17 1.22 -1.43 -0.043
C -0.35 0.28 -1.98 -0.123
O 0.45 -0.46 -1.06 -0.013
H 0.39 -2.23 0.89 0.050
H 1.29 -2.12 2.40 0.152
H -1.42 1.67 0.82 0.117
H -1.90 1.87 -1.93 0.107
H -0.28 -0.18 -3.04 0.147

(11)
13
Properties=species:S:1:pos:R:3:lowdin_charge:R:1 method="wB97M-V/def2-TZVPD" homo_energy_ev=-9.007 e_tot_ev=-19637.2289 orbital_gap_ev=8.42 de_lowest_kj_mol=170.1 charge=0
O -3.01 -0.36 -0.09 0.066
C -1.82 -0.05 -0.11 -0.375
C -1.24 1.33 -0.01 0.056
C 0.10 1.15 -0.01 -0.014
C 0.50 -0.25 -0.02 -0.463
N 1.64 -0.78 -0.04 -0.322
S 3.04 0.18 -0.08 0.693
C -0.74 -1.11 0.00 -0.036
H -1.88 2.16 0.02 0.103
H 0.86 1.95 -0.05 0.104
H 3.98 -0.88 0.14 -0.098
H -0.68 -1.89 -0.78 0.144
H -0.78 -1.46 1.04 0.143

(12)
13
Properties=species:S:1:pos:R:3:lowdin_charge:R:1 method="wB97M-V/def2-TZVPD" smiles="S=C1NC=C[C@@H]2O[C@@H]12" homo_energy_ev=-8.830 e_tot_ev=-19634.8786 orbital_gap_ev=8.88 de_lowest_kj_mol=396.9 charge=0
S -2.37 -0.12 0.17 0.727
C -0.82 0.02 -0.20 -0.779
N -0.18 1.29 -0.22 0.004
C 1.16 1.54 -0.05 -0.130
C 2.08 0.59 0.22 -0.027
C 1.32 -0.65 0.50 -0.261
O 1.12 -1.94 -0.13 0.070
C 0.38 -0.81 -0.54 -0.306
H -0.79 2.06 -0.07 0.112
H 1.49 2.55 -0.22 0.124
H 3.15 0.82 0.41 0.118
H 0.89 -0.68 1.56 0.191
H 0.77 -0.50 -1.48 0.156

What did the tenth record say?
13
Properties=species:S:1:pos:R:3:lowdin_charge:R:1 method="wB97M-V/def2-TZVPD" smiles="NC(=S)c1ccco1" homo_energy_ev=-8.371 e_tot_ev=-19637.2576 orbital_gap_ev=8.64 de_lowest_kj_mol=167.3 charge=0
N 0.80 -1.68 1.54 0.091
C 0.92 -0.33 1.33 -0.877
S 1.86 0.62 2.22 0.699
C 0.18 0.16 0.19 -0.313
C -0.78 1.17 0.06 0.009
C -1.17 1.22 -1.43 -0.043
C -0.35 0.28 -1.98 -0.123
O 0.45 -0.46 -1.06 -0.013
H 0.39 -2.23 0.89 0.050
H 1.29 -2.12 2.40 0.152
H -1.42 1.67 0.82 0.117
H -1.90 1.87 -1.93 0.107
H -0.28 -0.18 -3.04 0.147

Look up the charge of the first one. 0

Which of these has the lowest charge? C5H5NO2S